Version one
This record from OMol25 describes C3H5FS as an isolated structure. The level of theory is wB97M-V/def2-TZVPD.

Calculated values
Highest occupied orbital energy: -8.89 eV
Lowest unoccupied orbital energy: -1.56 eV
Gap between HOMO and LUMO: 0.2693 hartree

Structure (XYZ):
```
10
Properties=species:S:1:pos:R:3:mulliken_charge:R:1
C 2.480 0.252 0.082 -0.96
C 0.816 -0.068 0.225 0.43
C -0.204 0.924 -0.221 -0.43
H 3.174 -0.709 0.793 0.25
H 2.876 0.476 -1.139 0.28
H 3.020 1.277 0.417 0.32
H 0.683 -0.110 1.522 0.22
H 0.329 2.291 -0.827 0.29
F 0.258 -1.269 -0.321 -0.24
S -1.935 0.097 0.101 -0.17
```

***

Version two
This record from OMol25 describes a single C3H5FS molecule. The level of theory is wB97M-V/def2-TZVPD.

Calculated values
Highest occupied orbital energy: -8.99 eV
Lowest unoccupied orbital energy: -0.24 eV
SMILES string: CC(=S)CF
Gap between HOMO and LUMO: 0.3213 hartree

Structure (XYZ):
```
10
Properties=species:S:1:pos:R:3:mulliken_charge:R:1
C -1.520 -0.080 0.174 -0.94
C -0.133 -0.183 0.205 0.34
S 0.722 -1.478 0.493 -0.27
C 0.636 0.955 -0.326 -0.26
F -0.246 1.968 -0.897 -0.31
H -1.936 0.419 -0.776 0.26
H -1.848 0.736 1.014 0.25
H -1.977 -1.050 0.319 0.36
H 1.296 1.221 0.509 0.30
H 1.228 0.458 -1.205 0.27
```

***

The winner here is version two, beating the second structure by 6.501 eV.

***

Version one
This record from OMol25 describes an isolated ion of composition C2H8N4O and charge +2. The level of theory is wB97M-V/def2-TZVPD.

Calculated values
Highest occupied orbital energy (spin up / spin down): -17.37 / -17.37 eV
Lowest unoccupied orbital energy (spin up / spin down): -9.08 / -9.08 eV
Net charge: +2
Gap between HOMO and LUMO (spin up / spin down): 0.3046 / 0.3045 hartree

Structure (XYZ):
```
15
Properties=species:S:1:pos:R:3:mulliken_charge:R:1
C 0.544 -1.121 0.446 -0.13
C 2.774 -0.196 -0.118 0.27
N 1.459 -0.157 -0.014 -0.11
N -0.730 -0.687 0.334 0.22
N -0.991 0.499 -0.150 -0.66
N -2.419 0.917 -0.065 -0.36
O 3.402 0.874 -0.306 -0.34
H 0.831 -2.120 0.829 0.42
H 3.285 -1.219 -0.207 0.33
H -1.550 -1.318 0.303 0.31
H 0.806 0.755 -0.075 0.36
H -2.982 0.333 -0.834 0.44
H -2.261 1.939 -0.281 0.38
H -2.907 0.910 0.896 0.41
H 4.323 0.850 -0.711 0.45
```

***

Version two
This record from OMol25 describes a 2-piece molecular cluster, C2H8N4O overall. The level of theory is wB97M-V/def2-TZVPD.

Calculated values
Highest occupied orbital energy: -19.19 eV
Lowest unoccupied orbital energy: -8.08 eV
Net charge: +2
Gap between HOMO and LUMO: 0.4083 hartree

Structure (XYZ):
```
15
Properties=species:S:1:pos:R:3:mulliken_charge:R:1
C -0.225 -0.052 -1.364 -0.02
C 0.678 2.271 -0.950 0.16
N 0.309 1.064 -1.104 -0.03
N -0.609 -1.084 -0.475 -0.18
N -0.701 -1.017 0.923 -0.28
N 0.191 -1.870 1.671 -0.41
O -0.107 3.286 -0.894 -0.34
H -0.488 -0.283 -2.375 0.39
H 2.171 2.619 -0.816 0.32
H -1.235 -1.849 -0.933 0.31
H -1.705 -0.949 1.355 0.34
H -0.086 -2.976 1.817 0.44
H 0.412 -1.382 2.674 0.45
H 1.110 -1.932 1.182 0.41
H 0.284 4.154 -0.712 0.44
```

***

The winner here is version one, beating the second structure by 0.977 eV.

***

Version one
This record from OMol25 describes an isolated ion of composition C8H13N2 and charge +1. The level of theory is wB97M-V/def2-TZVPD.

Calculated values
Highest occupied orbital energy (spin up / spin down): -11.64 / -11.64 eV
Lowest unoccupied orbital energy (spin up / spin down): -4.56 / -4.54 eV
Net charge: +1
Gap between HOMO and LUMO (spin up / spin down): 0.2600 / 0.2610 hartree

Structure (XYZ):
```
23
Properties=species:S:1:pos:R:3:mulliken_charge:R:1
C -2.301 0.383 0.280 -0.58
C 0.647 1.248 0.114 0.88
C 0.372 1.808 1.326 -0.86
C 1.972 0.525 -0.252 -1.00
C 1.586 -0.948 -0.694 -0.54
C 0.780 -1.562 0.419 -0.60
C -0.378 1.073 -0.954 -0.84
C -0.715 -1.609 0.246 -0.03
N -1.673 1.193 -0.638 0.02
N -1.846 -0.925 0.242 -0.17
H -3.360 0.387 0.359 0.42
H -0.659 2.033 1.613 0.27
H 1.148 2.149 1.973 0.35
H 2.721 1.011 -0.904 0.35
H 2.466 0.435 0.718 0.41
H 0.903 -0.940 -1.632 0.35
H 2.409 -1.637 -1.071 0.41
H 1.054 -2.623 0.577 0.35
H 0.916 -1.008 1.400 0.38
H -0.248 1.453 -1.948 0.43
H -1.016 -2.555 -0.143 0.37
H -2.225 1.743 -1.360 0.36
H -2.554 -1.634 0.330 0.27
```

***

Version two
This record from OMol25 describes an isolated ion of composition C8H13N2 and charge +1. The level of theory is wB97M-V/def2-TZVPD.

Calculated values
Highest occupied orbital energy: -12.05 eV
Lowest unoccupied orbital energy: -3.57 eV
Net charge: +1
SMILES string: CN1C[C@@H]2CC#C[C@H]1[C@H]2[NH3+]
Gap between HOMO and LUMO: 0.3116 hartree

Structure (XYZ):
```
23
Properties=species:S:1:pos:R:3:mulliken_charge:R:1
C -2.805 -0.383 -0.317 -0.99
N -1.394 -0.222 0.094 0.13
C -0.880 1.005 0.541 -0.87
C 0.643 0.890 0.577 -0.14
C 1.389 1.497 -0.659 -0.65
C 1.011 0.526 -1.650 -0.15
C 0.176 -0.366 -1.680 -0.29
C -0.408 -1.050 -0.394 0.04
C 0.727 -0.724 0.633 -1.06
N 2.053 -1.219 0.314 -0.02
H -3.369 -1.363 -0.003 0.26
H -3.295 0.457 0.141 0.40
H -2.927 -0.304 -1.366 0.37
H -1.175 1.134 1.627 0.39
H -1.232 1.980 0.056 0.40
H 1.065 1.472 1.438 0.38
H 2.470 1.611 -0.357 0.37
H 1.036 2.551 -0.880 0.39
H -0.681 -2.154 -0.514 0.43
H 0.516 -1.054 1.739 0.50
H 2.692 -0.543 0.461 0.23
H 2.196 -1.644 -0.634 0.45
H 2.193 -2.096 0.833 0.41
```

***

The winner here is version one, beating the second structure by 0.577 eV.

***

Version one
This record from OMol25 describes C5H9F as an isolated structure. The level of theory is wB97M-V/def2-TZVPD.

Calculated values
Highest occupied orbital energy: -9.37 eV
Lowest unoccupied orbital energy: 0.74 eV
Gap between HOMO and LUMO: 0.3715 hartree

Structure (XYZ):
```
15
Properties=species:S:1:pos:R:3:mulliken_charge:R:1
C -0.566 1.334 -0.157 -0.86
C -0.303 -0.240 -0.372 0.53
C -1.423 -1.047 -0.238 -0.86
C 0.826 -0.283 0.644 -0.93
C 2.050 -0.272 0.379 -0.22
H 0.008 1.585 1.316 0.22
H 0.333 1.871 -1.074 0.22
H -1.787 1.493 -0.426 0.27
H -0.018 -0.240 -1.408 0.36
H -2.335 -0.206 0.477 0.18
H -1.772 -1.189 -1.443 0.26
H -1.158 -2.152 0.367 0.23
H 0.868 -0.095 1.788 0.38
H 2.780 -0.385 1.022 0.46
F 2.496 -0.172 -0.876 -0.26
```

***

Version two
This record from OMol25 describes a 3-piece molecular cluster, C5H9F overall. The level of theory is wB97M-V/def2-TZVPD.

Calculated values
Highest occupied orbital energy: -9.77 eV
Lowest unoccupied orbital energy: 0.66 eV
Gap between HOMO and LUMO: 0.3831 hartree

Structure (XYZ):
```
15
Properties=species:S:1:pos:R:3:mulliken_charge:R:1
C -1.235 -0.175 0.959 -0.78
C -0.453 -0.274 -0.367 0.96
C 0.359 -1.428 -0.986 -1.10
C 0.518 0.942 -0.397 -0.34
C 1.423 1.152 0.632 -0.87
H -2.199 0.812 0.457 0.28
H -0.364 0.404 2.064 0.22
H -1.659 -1.413 1.144 0.23
H 1.069 -0.924 -1.666 0.39
H -0.358 -2.269 -1.481 0.28
H 0.676 -1.894 0.114 0.28
H 0.450 1.760 -1.438 0.24
H 1.536 0.757 1.634 0.43
H 1.788 2.405 0.681 0.17
F -1.551 0.148 -1.350 -0.40
```

***

The winner here is version two, beating the second structure by 0.692 eV.

***

Version one
This record from OMol25 describes a single C3H7N3S molecule. The level of theory is wB97M-V/def2-TZVPD.

Calculated values
Highest occupied orbital energy: -8.50 eV
Lowest unoccupied orbital energy: 0.61 eV
SMILES string: [H]/N=C/NC/C=N\S
Gap between HOMO and LUMO: 0.3349 hartree

Structure (XYZ):
```
14
Properties=species:S:1:pos:R:3:mulliken_charge:R:1
H 1.869 -2.309 0.477 0.18
N 1.219 -1.533 0.503 -0.64
C 1.492 -0.660 -0.386 0.08
N 0.759 0.483 -0.542 -0.16
C -0.194 1.065 0.422 -0.74
C -1.627 1.018 0.045 0.18
N -2.402 0.022 -0.206 -0.48
S -1.861 -1.615 -0.154 -0.14
H 2.332 -0.745 -1.146 0.29
H 1.077 1.087 -1.283 0.22
H 0.119 2.121 0.637 0.33
H -0.132 0.549 1.434 0.35
H -2.096 2.003 -0.040 0.34
H -0.554 -1.486 0.241 0.17
```

***

Version two
This record from OMol25 describes a single C3H7N3S molecule. The level of theory is wB97M-V/def2-TZVPD.

Calculated values
Highest occupied orbital energy: -8.74 eV
Lowest unoccupied orbital energy: 0.08 eV
SMILES string: CN/N=C\NC=S
Gap between HOMO and LUMO: 0.3244 hartree

Structure (XYZ):
```
14
Properties=species:S:1:pos:R:3:mulliken_charge:R:1
C -1.492 0.463 -1.490 -0.75
N -0.018 0.440 -1.421 -0.37
N 0.324 -0.972 -1.040 -0.55
C 0.653 -1.049 0.203 0.01
N 0.813 0.099 1.017 -0.15
C 1.090 0.131 2.348 -0.07
S 1.299 -1.163 3.330 -0.33
H -1.931 -0.378 -2.043 0.32
H -1.768 1.408 -1.944 0.33
H -1.922 0.468 -0.474 0.24
H 0.284 0.491 -2.395 0.29
H 0.779 -2.004 0.684 0.37
H 0.644 0.949 0.474 0.33
H 1.246 1.118 2.751 0.31
```

***

Version three
This record from OMol25 describes a single C3H7N3S molecule. The level of theory is wB97M-V/def2-TZVPD.

Calculated values
Highest occupied orbital energy: -7.78 eV
Lowest unoccupied orbital energy: 0.66 eV
SMILES string: NC(N)=C/C=N\S
Gap between HOMO and LUMO: 0.3102 hartree

Structure (XYZ):
```
14
Properties=species:S:1:pos:R:3:mulliken_charge:R:1
N -2.059 -0.364 -0.419 -0.62
C -0.784 -0.126 0.146 0.71
N -0.231 -1.108 0.851 -0.46
C -0.123 1.007 -0.270 -0.56
C 1.178 1.409 0.252 -0.16
N 2.280 0.712 0.315 -0.50
S 2.619 -0.853 -0.335 -0.13
H -2.285 -1.339 -0.707 0.21
H -2.279 0.287 -1.161 0.22
H 0.523 -0.753 1.567 0.29
H -1.015 -1.850 1.175 0.26
H -0.798 1.695 -0.769 0.25
H 1.267 2.422 0.646 0.36
H 1.707 -1.138 -1.292 0.12
```

***

The winner here is version one, beating the second structure by 0.062 eV.